## A
{"formula": "C10H16", "method": "ωB97M-V/def2-TZVPD", "elements": ["C", "C", "C", "C", "C", "C", "C", "H", "H", "H", "H", "H", "H", "H", "H", "C", "C", "C", "H", "H", "H", "H", "H", "H", "H", "H"], "positions_angstrom": [[-1.342, 3.313, 0.197], [0.399, 0.165, 1.538], [0.183, 1.405, 0.852], [-0.695, -0.506, 2.148], [-1.061, 1.980, 0.845], [-1.950, 0.051, 2.118], [-2.171, 1.262, 1.373], [1.376, -0.292, 1.575], [1.007, 1.969, 0.432], [-0.488, -1.300, 2.857], [-2.788, -0.451, 2.588], [-0.436, 3.937, 0.227], [-2.113, 3.862, 0.744], [-3.182, 1.665, 1.378], [-1.690, 3.224, -0.835], [1.658, -1.877, -1.070], [1.650, -0.660, -1.964], [0.805, -2.996, -1.674], [2.690, -2.260, -1.060], [1.420, -1.677, -0.033], [2.087, -0.843, -2.945], [-0.188, -2.631, -1.939], [1.223, -3.372, -2.618], [2.211, 0.159, -1.525], [0.659, -0.259, -2.194], [0.736, -3.868, -1.017]], "mulliken_spin": [-0.05, 0.46, 0.05, -0.07, -0.13, 0.07, 0.48, 0.03, 0.02, 0.01, 0.01, 0.01, 0.00, 0.08, 0.02, 0.02, 0.00, 0.00, -0.01, -0.01, 0.00, 0.00, 0.00, 0.00, 0.00, 0.00], "orbital_gap_ev": [2.848, 6.963], "charge": -1, "lumo_ev": [3.77, 3.75], "spin_multiplicity": 2}

***

## B
{"formula": "C10H16", "method": "ωB97M-V/def2-TZVPD", "elements": ["C", "C", "C", "C", "C", "C", "C", "C", "H", "H", "H", "H", "H", "H", "H", "H", "H", "H", "C", "C", "H", "H", "H", "H", "H", "H"], "positions_angstrom": [[-0.668, 1.598, 2.068], [0.681, 2.308, 2.314], [-0.128, 0.281, 1.413], [-0.606, -0.881, 2.077], [0.465, 0.122, 0.211], [-0.379, -2.170, 1.560], [0.675, -1.168, -0.431], [0.297, -2.257, 0.311], [-1.201, 1.496, 2.975], [-1.324, 2.287, 1.455], [1.535, 2.033, 2.699], [-0.999, -0.742, 3.102], [0.742, 1.090, -0.231], [-0.628, -3.154, 2.117], [1.465, -1.077, -1.261], [0.423, -3.307, 0.003], [0.382, 3.135, 3.011], [0.961, 2.869, 1.534], [0.452, 0.825, -4.134], [-0.848, 0.065, -3.923], [1.001, 1.098, -5.015], [0.369, 1.855, -3.833], [1.272, 0.250, -3.651], [-1.718, 0.423, -4.635], [-1.173, 0.296, -2.880], [-0.744, -0.899, -4.186]], "mulliken_spin": [-0.08, 0.00, -0.24, 0.49, 0.14, 0.08, 0.31, -0.02, 0.03, 0.02, 0.01, 0.06, 0.05, 0.03, 0.05, 0.01, 0.00, 0.01, 0.01, 0.02, -0.01, -0.01, 0.00, 0.00, 0.03, -0.02], "orbital_gap_ev": [2.703, 7.011], "charge": -1, "lumo_ev": [3.61, 3.55], "spin_multiplicity": 2}

***

## C
{"formula": "C10H16", "method": "ωB97M-V/def2-TZVPD", "elements": ["C", "C", "H", "H", "H", "H", "H", "H", "C", "C", "C", "C", "C", "C", "C", "C", "H", "H", "H", "H", "H", "H", "H", "H", "H", "H"], "positions_angstrom": [[-1.073, 0.772, -2.318], [0.345, 0.580, -2.874], [-1.492, 1.650, -2.843], [-1.750, -0.048, -2.526], [-1.068, 1.072, -1.272], [1.065, 1.310, -2.511], [0.374, 0.692, -3.974], [0.557, -0.483, -2.799], [-0.909, 1.077, 1.278], [-0.743, 1.567, 2.725], [-0.046, -0.123, 0.967], [-0.319, -1.356, 1.540], [1.049, -0.023, 0.061], [0.472, -2.475, 1.295], [1.751, -1.195, -0.298], [1.441, -2.429, 0.210], [-1.945, 0.838, 1.045], [-0.580, 1.881, 0.638], [-1.346, 0.993, 3.415], [-1.054, -1.356, 2.348], [1.456, 0.901, -0.339], [0.228, -3.456, 1.675], [2.452, -1.042, -1.105], [1.724, -3.393, -0.189], [-0.870, 2.652, 2.809], [0.282, 1.395, 3.045]], "mulliken_spin": [0.01, 0.03, 0.00, -0.01, -0.02, 0.02, -0.02, 0.01, -0.06, -0.01, -0.09, 0.23, 0.95, 0.10, -0.35, 0.19, 0.02, 0.01, 0.01, 0.07, 0.02, -0.01, -0.09, -0.05, 0.00, 0.03], "orbital_gap_ev": [2.875, 7.298], "charge": -1, "lumo_ev": [3.84, 3.76], "spin_multiplicity": 2}

***

It is A that is the most stable of them.

***

## A
{"formula": "C3H13NO3", "method": "ωB97M-V/def2-TZVPD", "elements": ["C", "C", "C", "N", "H", "H", "H", "H", "H", "H", "H", "O", "H", "H", "O", "H", "H", "O", "H", "H"], "positions_angstrom": [[1.859, -1.393, -0.316], [2.760, -0.809, -1.126], [2.590, 0.412, -1.921], [3.649, 1.406, -2.030], [2.224, -2.053, 0.484], [0.974, -0.800, -0.169], [3.807, -1.210, -1.026], [1.722, 0.974, -1.381], [2.144, 0.120, -2.881], [3.875, 1.836, -1.127], [4.501, 0.815, -2.035], [-4.713, 2.246, 2.419], [-4.013, 1.657, 2.079], [-5.422, 1.862, 1.872], [-2.736, 0.319, 1.395], [-2.258, -0.436, 1.781], [-1.954, 0.570, 0.876], [-1.469, -2.213, 0.633], [-0.645, -2.698, 0.736], [-2.021, -2.687, 0.005]], "nbo_charge": [-0.44, -0.16, -0.28, -0.79, 0.21, 0.19, 0.19, 0.19, 0.21, 0.35, 0.34, -0.95, 0.49, 0.45, -0.95, 0.49, 0.47, -0.96, 0.48, 0.48], "orbital_gap_ev": 10.427, "charge": 0, "smiles": "C=CCN.O.O.O", "lumo_ev": 0.40, "spin_multiplicity": 1}

***

## B
{"formula": "C3H13NO3", "method": "ωB97M-V/def2-TZVPD", "elements": ["C", "C", "C", "N", "H", "H", "H", "H", "H", "H", "H", "O", "H", "H", "O", "H", "H", "O", "H", "H"], "positions_angstrom": [[3.265, -0.692, -1.557], [1.797, -0.760, -1.085], [1.180, -1.800, -0.531], [0.238, -1.793, 0.511], [3.857, -1.151, -0.777], [3.441, -0.968, -2.620], [3.440, 0.379, -1.507], [1.419, 0.249, -0.750], [1.224, -2.799, -0.893], [-0.207, -2.681, 0.527], [-0.423, -1.033, 0.382], [-1.950, -0.498, 2.792], [-1.674, -0.026, 3.654], [-2.559, 0.095, 2.331], [-1.277, 2.413, -1.053], [-0.907, 1.614, -1.448], [-0.439, 2.910, -1.084], [-3.473, 1.894, 1.325], [-4.102, 2.574, 1.288], [-2.848, 2.073, 0.496]], "nbo_charge": [-0.64, -0.31, 0.02, -0.79, 0.22, 0.21, 0.21, 0.16, 0.17, 0.36, 0.37, -0.97, 0.47, 0.49, -0.94, 0.47, 0.48, -0.98, 0.47, 0.50], "orbital_gap_ev": 8.521, "charge": 0, "smiles": "C/C=C/N.O.O.O", "lumo_ev": 0.45, "spin_multiplicity": 1}

***

## C
{"formula": "C3H13NO3", "method": "ωB97M-V/def2-TZVPD", "elements": ["N", "C", "C", "C", "O", "H", "H", "H", "H", "H", "H", "H", "H", "H", "O", "H", "H", "O", "H", "H"], "positions_angstrom": [[-2.108, -1.586, 1.437], [-1.534, -0.509, 0.577], [-0.066, -0.263, 0.809], [0.334, 1.180, 0.308], [1.608, 1.081, -0.381], [-1.568, -1.713, 2.287], [-1.934, -2.456, 0.942], [-1.817, -0.786, -0.442], [-2.078, 0.413, 0.846], [0.702, -0.892, 0.296], [0.258, -0.334, 1.857], [0.443, 1.937, 1.091], [-0.295, 1.457, -0.578], [2.258, 1.327, 0.276], [3.787, -0.962, -1.229], [3.372, -1.809, -1.053], [3.724, -0.402, -0.458], [-1.771, 1.535, -1.809], [-1.994, 2.023, -2.618], [-1.320, 0.759, -2.159]], "nbo_charge": [-0.82, -0.22, -0.46, -0.10, -0.73, 0.34, 0.34, 0.19, 0.19, 0.22, 0.19, 0.17, 0.22, 0.45, -0.94, 0.47, 0.47, -0.93, 0.48, 0.47], "orbital_gap_ev": 9.846, "charge": 0, "smiles": "NCCCO.O.O", "lumo_ev": 0.62, "spin_multiplicity": 1}

***

## D
{"formula": "C3H13NO3", "method": "ωB97M-V/def2-TZVPD", "elements": ["C", "C", "C", "N", "H", "H", "H", "H", "H", "H", "H", "O", "H", "H", "O", "H", "H", "O", "H", "H"], "positions_angstrom": [[-0.231, 0.504, 1.200], [0.466, -0.306, 0.403], [1.257, -1.483, 0.876], [0.393, -0.179, -0.999], [-0.928, 1.198, 0.754], [-0.336, 0.299, 2.258], [1.304, -1.495, 1.965], [0.774, -2.398, 0.536], [2.269, -1.478, 0.477], [1.286, -0.161, -1.469], [-0.128, 0.661, -1.241], [-2.135, 1.252, -1.851], [-2.553, 0.501, -1.399], [-2.640, 2.019, -1.565], [-2.949, -0.801, 0.033], [-2.968, -1.710, -0.295], [-2.210, -0.782, 0.670], [3.327, 1.211, -0.341], [3.582, 2.066, 0.024], [2.422, 1.081, -0.034]], "nbo_charge": [-0.56, 0.19, -0.66, -0.83, 0.21, 0.21, 0.22, 0.23, 0.23, 0.38, 0.40, -0.97, 0.50, 0.47, -0.96, 0.48, 0.49, -0.95, 0.47, 0.47], "orbital_gap_ev": 9.389, "charge": 0, "smiles": "C=C(C)N.O.O.O", "lumo_ev": 0.65, "spin_multiplicity": 1}

***

It is D that is the most stable of them.

***

## A
{"formula": "C3H13NO3", "method": "ωB97M-V/def2-TZVPD", "elements": ["C", "N", "C", "C", "O", "H", "H", "H", "H", "H", "H", "H", "H", "H", "O", "H", "H", "O", "H", "H"], "positions_angstrom": [[2.068, -1.155, -0.409], [1.014, -0.140, -0.907], [0.814, 1.051, 0.034], [-0.597, 1.632, -0.159], [-1.620, 0.650, 0.064], [2.078, -1.139, 0.656], [3.016, -0.654, -0.653], [1.938, -1.982, -1.055], [1.352, -0.023, -1.857], [0.793, 0.475, 0.963], [1.667, 1.751, -0.010], [-0.813, 2.453, 0.582], [-0.769, 2.190, -1.095], [-1.085, -0.155, -0.068], [-2.333, -0.114, 4.907], [-2.532, -0.790, 4.252], [-1.371, -0.126, 4.967], [0.694, -1.519, -3.813], [1.384, -0.859, -3.738], [0.050, -1.396, -3.107]], "nbo_charge": [-0.42, -0.67, -0.26, -0.08, -0.71, 0.20, 0.17, 0.22, 0.35, 0.19, 0.20, 0.18, 0.17, 0.47, -0.93, 0.47, 0.47, -0.94, 0.46, 0.48], "orbital_gap_ev": 10.037, "charge": 0, "smiles": "CNCCO.O.O", "lumo_ev": 0.53, "spin_multiplicity": 1}

***

## B
{"formula": "C3H13NO3", "method": "ωB97M-V/def2-TZVPD", "elements": ["C", "C", "C", "N", "H", "H", "H", "H", "H", "H", "H", "O", "H", "H", "O", "H", "H", "O", "H", "H"], "positions_angstrom": [[1.776, 1.577, 1.836], [0.967, 1.387, 0.536], [-0.190, 0.708, 0.483], [-1.109, 0.551, -0.579], [2.692, 1.154, 1.609], [1.702, 2.656, 2.171], [1.416, 0.861, 2.572], [1.352, 1.995, -0.294], [-0.252, -0.161, 1.236], [-1.763, -0.101, -0.281], [-1.540, 1.441, -0.886], [1.625, -2.408, -0.846], [1.341, -1.488, -0.919], [1.216, -2.961, -1.516], [0.805, 0.492, -3.777], [0.622, 0.841, -4.686], [0.159, -0.165, -3.648], [-3.818, -1.803, 2.243], [-3.239, -1.952, 3.057], [-3.762, -2.625, 1.687]], "nbo_charge": [-0.63, -0.26, -0.03, -0.83, 0.21, 0.22, 0.20, 0.20, 0.17, 0.37, 0.38, -0.96, 0.49, 0.47, -0.93, 0.47, 0.47, -0.95, 0.48, 0.47], "orbital_gap_ev": 8.690, "charge": 0, "smiles": "C/C=C/N.O.O.O", "lumo_ev": 0.58, "spin_multiplicity": 1}

***

It is B that is the most stable of them.